Entry from OMol25: a cluster of 2 separate species, C8H18Si in total at a distorted geometry (the ωB97M-V functional and the def2-TZVPD basis).

```
27
Properties=species:S:1:pos:R:3:forces:R:3:mulliken_charge:R:1
C 1.289 -0.902 0.930 0.55 0.21 2.35 -0.64
C 0.295 -0.038 1.015 1.89 -0.79 -2.13 -0.77
C -0.586 0.915 1.612 -1.69 -0.76 0.66 1.61
C -1.517 0.269 2.596 -1.37 -1.28 2.99 -1.87
C -0.044 2.135 2.197 2.84 0.82 0.27 -1.88
C -0.623 0.642 0.110 -0.17 0.20 -1.74 1.64
C -0.159 1.825 -0.859 2.64 -3.51 1.75 -1.40
C -1.708 -0.242 -0.447 0.84 0.06 -0.94 -1.36
H 1.935 -1.123 1.822 -0.76 0.03 -0.81 0.24
H 1.536 -1.447 0.046 0.05 0.01 -0.63 0.10
H -1.350 -0.810 2.723 0.02 0.13 -0.50 0.39
H -2.652 0.334 2.682 1.29 0.68 -0.90 0.28
H -1.145 0.653 3.594 -0.71 -0.55 -0.89 0.44
H 1.071 1.996 2.135 -0.83 0.85 0.35 0.36
H -0.323 2.291 3.227 0.06 -0.13 0.25 0.52
H -0.309 3.023 1.698 -0.27 1.20 -0.87 0.35
H 0.814 2.082 -0.282 -1.32 0.43 -2.01 0.28
H -0.933 2.464 -0.651 -1.48 2.38 -0.14 0.41
H -0.107 1.526 -1.966 0.29 0.44 1.85 0.35
H -2.399 0.336 -1.062 0.09 -0.17 -0.35 0.41
H -2.252 -0.494 0.419 -0.97 -1.33 0.69 0.37
H -1.237 -1.120 -1.009 -1.00 1.11 0.76 0.18
Si 2.084 -2.492 -3.265 -1.06 0.30 2.57 0.44
H 1.951 -1.144 -3.711 -0.56 1.04 -0.44 -0.12
H 2.987 -3.006 -4.238 0.59 -1.03 -0.43 -0.13
H 0.730 -3.154 -2.960 0.91 0.22 -0.70 -0.08
H 2.609 -2.250 -1.835 0.12 -0.53 -1.01 -0.12
```
Positions in Å, forces in eV/Å.

As for the SMILES: C=C1C(C)(C)C1(C)C.[SiH4]. The HOMO-LUMO gap comes out at 10.11 eV. For the HOMO energy, the calculation gives -9.235 eV.